A single C19H22ClNO3S2 molecule. Source: OMol25; level of theory: ωB97M-V with the def2-TZVPD basis set.

XYZ file:
```
48
Properties=species:S:1:pos:R:3:forces:R:3:nbo_charge:R:1
C -4.463 -3.901 -1.356 0.1 0.0 0.0 -0.63
C -4.191 -2.655 -0.570 0.0 0.0 0.1 -0.02
C -3.521 -2.707 0.645 -0.1 -0.1 -0.1 -0.21
C -3.242 -1.553 1.352 0.0 0.1 0.0 -0.24
C -3.637 -0.325 0.847 0.0 0.3 0.3 -0.06
S -3.293 1.145 1.790 -0.2 0.1 -0.1 0.20
C -2.386 2.155 0.573 0.1 -0.6 0.2 -0.52
C -0.995 1.608 0.222 0.0 0.5 0.3 0.25
O -1.214 0.403 -0.474 0.1 -0.2 -0.1 -0.75
C -0.263 2.647 -0.674 0.1 -0.1 0.2 -0.46
C 1.166 2.919 -0.200 -0.2 0.5 -0.5 -0.23
N 1.856 1.691 0.139 0.4 -0.5 -1.0 -0.68
S 2.293 0.753 -1.176 0.5 0.1 0.6 2.32
O 2.643 1.631 -2.249 0.1 0.2 0.0 -0.93
O 1.323 -0.285 -1.436 0.2 -0.2 0.1 -0.97
C 3.772 -0.017 -0.529 -0.5 0.1 -0.2 -0.35
C 3.814 -1.378 -0.298 -0.1 0.0 -0.1 -0.12
C 4.964 -1.949 0.219 0.1 0.1 0.0 -0.25
C 6.057 -1.139 0.495 -0.3 0.1 -0.1 -0.02
Cl 7.491 -1.841 1.139 0.2 -0.1 0.1 0.03
C 6.016 0.230 0.258 -0.1 0.0 0.0 -0.22
C 4.861 0.790 -0.258 0.1 0.0 0.0 -0.16
C 1.246 0.931 1.221 0.0 -0.3 0.7 -0.24
C -0.188 1.370 1.513 0.0 -0.2 -0.4 -0.46
C -4.329 -0.257 -0.350 0.0 -0.1 0.0 -0.24
C -4.591 -1.415 -1.055 0.0 0.0 0.0 -0.20
H -3.695 -4.033 -2.119 0.0 -0.1 -0.1 0.22
H -4.455 -4.777 -0.712 0.0 -0.1 0.0 0.21
H -5.426 -3.840 -1.858 -0.1 -0.1 0.0 0.22
H -3.207 -3.663 1.041 0.0 -0.1 0.0 0.21
H -2.720 -1.599 2.296 0.1 0.0 0.1 0.21
H -2.985 2.219 -0.333 0.0 0.2 -0.1 0.23
H -2.308 3.138 1.037 0.0 0.1 -0.1 0.22
H -0.377 0.065 -0.836 -0.2 0.1 0.0 0.50
H -0.817 3.586 -0.709 0.0 0.0 -0.1 0.22
H -0.225 2.242 -1.688 -0.1 0.1 0.0 0.23
H 1.180 3.566 0.681 0.1 0.0 -0.1 0.20
H 1.741 3.391 -0.996 -0.1 0.2 0.2 0.24
H 2.948 -1.977 -0.534 -0.1 -0.1 0.0 0.24
H 5.018 -3.010 0.405 0.0 -0.1 0.0 0.24
H 6.878 0.841 0.474 0.1 0.0 0.0 0.23
H 4.792 1.846 -0.463 0.1 0.2 0.0 0.24
H 1.864 1.052 2.119 -0.1 -0.1 -0.1 0.20
H 1.266 -0.123 0.934 -0.1 0.0 0.3 0.22
H -0.191 2.289 2.101 0.0 0.0 0.1 0.21
H -0.685 0.594 2.096 0.0 0.1 0.0 0.25
H -4.664 0.696 -0.733 0.0 0.1 0.0 0.21
H -5.123 -1.356 -1.994 -0.1 0.0 -0.1 0.21
```
Forces are in eV/Å.

Values from the calculation:
Gap between HOMO and LUMO (hartree): 0.304
SMILES: Cc1ccc(SCC2(O)CCN(S(=O)(=O)c3ccc(Cl)cc3)CC2)cc1
HOMO energy (eV): -8.035
Total charge: 0
Spin multiplicity: 1

2 unconnected molecules or ions with the total composition CH2IN2OS. Source: OMol25; level of theory: ωB97M-V with the def2-TZVPD basis set.

XYZ file:
```
8
Properties=species:S:1:pos:R:3:forces:R:3:nbo_charge:R:1
C -1.603 -0.556 0.015 -3.0 0.0 0.0 0.17
N 0.484 1.152 0.138 1.2 -0.5 0.4 0.03
N -0.596 -1.092 -0.038 -0.4 -0.6 -0.1 -0.50
O 1.608 0.660 -0.161 -1.1 2.0 -0.4 -0.26
S 2.135 -0.882 -0.178 2.6 0.3 -0.3 0.61
I -3.603 -0.002 0.103 1.5 -0.2 -0.1 0.41
H 0.542 2.163 -0.087 0.6 -0.1 -0.1 0.36
H 1.033 -1.442 0.209 -1.5 -0.8 0.6 0.18
```
Forces are in eV/Å.

Values from the calculation:
Gap between HOMO and LUMO (spin up / spin down) (hartree): 0.254 / 0.260
Energy relative to the best compared isomer or geometry (same formula, charge and spin) (kJ/mol): 26.27
HOMO energy (spin up / spin down) (eV): -14.356 / -14.356
Total charge: +1
Spin multiplicity: 1

7 unconnected molecules or ions with the total composition C18H51NO10. Source: OMol25; level of theory: ωB97M-V with the def2-TZVPD basis set.

XYZ file:
```
80
Properties=species:S:1:pos:R:3:forces:R:3:mulliken_charge:R:1
C 0.105 -4.131 0.210 0.3 2.0 1.7 -0.26
O 1.497 -4.340 0.101 0.6 0.7 -0.9 -0.41
C 2.267 -3.267 0.736 1.8 -3.4 -1.0 -0.10
C 3.798 -3.648 0.488 -2.4 3.4 -0.4 -0.95
N 4.597 -2.555 1.091 -0.2 -0.6 -0.5 -0.17
C 5.960 -2.739 0.694 0.6 2.3 2.1 -0.92
C 6.748 -1.759 1.578 2.3 0.9 -10.6 -0.74
O 6.645 -1.874 2.785 -1.8 -1.3 11.1 -0.29
C 7.160 -0.860 3.592 1.4 -0.6 3.0 -0.83
H -0.157 -3.125 -0.100 0.1 0.4 -0.4 0.00
H 0.019 -4.070 1.307 -1.3 -0.5 0.0 0.28
H -0.646 -4.734 -0.300 0.9 -1.0 0.1 0.28
H 2.122 -3.315 1.800 -0.3 0.1 0.7 0.31
H 2.101 -2.278 0.400 -0.7 1.0 -0.8 0.12
H 4.047 -3.794 -0.559 -0.4 0.4 -0.7 0.38
H 3.971 -4.598 0.879 0.6 -1.3 1.5 0.38
H 4.464 -1.575 0.732 -1.1 -1.6 0.3 0.21
H 6.098 -2.486 -0.328 0.5 0.3 -1.2 0.43
H 6.409 -3.644 0.865 0.3 -2.9 0.5 0.55
H 6.480 -0.824 1.125 -0.6 1.7 0.1 0.39
H 7.805 -1.822 1.334 0.9 -0.2 -1.0 0.47
H 6.472 -0.093 3.843 -1.0 0.9 -0.4 0.33
H 8.107 -0.417 3.337 0.3 0.2 -1.5 0.35
H 7.514 -1.171 4.649 -1.1 -0.7 -1.5 0.25
O 1.349 0.531 2.061 0.0 2.2 -0.8 -0.65
C 0.252 0.798 1.160 1.8 2.2 1.0 -0.45
C -0.929 0.179 1.611 -1.2 -0.1 0.9 -0.38
O -0.644 -1.143 1.376 -0.6 -2.4 -0.9 -0.14
H 1.349 -0.354 2.417 -0.5 -0.5 -0.4 0.29
H -0.060 1.810 0.872 1.3 1.0 1.3 0.41
H 0.437 0.452 0.214 1.0 -1.4 -2.5 0.41
H -1.768 0.622 1.091 -0.8 -0.6 -0.4 -0.24
H -1.038 0.350 2.651 -0.5 0.4 1.2 0.69
H -0.726 -1.674 2.153 -0.4 -0.6 0.6 0.19
O -3.773 4.277 -1.192 0.3 0.0 3.0 -0.56
C -2.440 4.645 -1.603 -1.0 -0.8 1.7 0.68
C -2.455 4.750 -3.053 0.2 -0.1 -2.3 -0.46
O -1.182 5.260 -3.416 -0.4 -0.2 -0.8 -0.58
H -3.812 4.268 -0.163 0.1 0.1 -2.9 0.29
H -2.124 5.603 -1.133 0.0 -0.7 -0.2 0.34
H -1.741 3.787 -1.436 -0.2 0.7 0.7 -0.57
H -3.219 5.413 -3.475 0.1 0.1 0.4 0.38
H -2.659 3.738 -3.501 0.2 0.7 0.3 0.12
H -0.525 4.761 -2.915 0.3 0.3 0.1 0.39
C 2.148 3.434 -2.740 2.3 -0.5 -3.7 -1.21
C 1.606 3.624 -1.434 0.3 3.0 3.1 0.38
O 0.660 4.752 -1.476 -0.9 -1.1 1.0 -0.59
H 3.016 2.704 -2.800 -1.4 0.2 0.4 0.36
H 2.714 4.318 -3.199 -1.4 -0.6 0.9 0.28
H 1.329 3.143 -3.426 0.7 0.0 0.0 0.24
H 2.351 4.087 -0.779 0.5 -0.8 0.1 0.34
H 1.218 2.763 -0.904 -0.4 -0.4 -0.3 -0.11
H 0.182 4.771 -0.605 0.7 0.1 -1.3 0.29
C -1.393 0.768 -3.214 0.4 -0.5 -5.4 -1.51
C -1.656 0.597 -1.848 0.6 -3.0 1.6 1.79
O -1.045 -0.761 -1.658 -1.0 1.7 -0.6 -0.58
H -1.368 1.770 -3.633 -0.3 0.3 0.2 0.26
H -2.192 0.187 -3.756 1.0 0.6 0.0 0.33
H -0.408 0.296 -3.483 -0.9 0.5 0.3 0.35
H -2.706 0.556 -1.659 -0.6 0.1 0.6 -0.42
H -1.168 1.333 -1.289 0.8 1.0 1.5 -0.32
H -0.942 -0.871 -0.738 0.2 -0.7 1.9 -0.15
C -6.120 -0.317 0.059 -1.4 -1.9 -0.1 -1.61
C -4.938 0.546 0.058 0.4 -0.4 0.1 0.90
O -5.224 1.602 0.965 -0.7 -0.4 -0.5 -0.57
H -6.266 -0.725 1.062 -0.1 -0.1 -0.1 0.36
H -5.991 -1.158 -0.643 0.1 0.2 0.3 0.34
H -7.058 0.121 -0.234 -0.3 0.7 -0.1 0.41
H -4.706 0.806 -1.001 0.2 0.5 0.9 0.19
H -4.179 -0.136 0.486 0.5 0.7 -0.4 -0.32
H -4.478 2.159 1.075 1.1 0.7 0.1 0.27
C -3.528 -2.870 0.468 -0.7 -2.4 -2.4 -0.89
C -3.227 -2.650 1.843 -2.1 1.6 1.4 0.32
O -4.260 -3.209 2.674 0.0 0.0 -1.8 -0.58
H -3.149 -3.859 0.132 -0.8 0.3 0.0 0.26
H -3.062 -2.177 -0.178 0.6 1.0 -0.7 0.10
H -4.613 -2.762 0.358 0.2 -0.3 -0.3 0.33
H -3.290 -1.567 1.912 0.5 0.5 0.9 0.04
H -2.310 -3.034 2.140 1.9 -0.6 0.6 0.17
H -3.826 -3.200 3.491 0.3 -0.3 2.3 0.32
```
Forces are in eV/Å.

Values from the calculation:
Gap between HOMO and LUMO (hartree): 0.329
SMILES: COCCNCCOC.OCCO.OCCO.CCO.CCO.CCO.CCO
Energy relative to the best compared isomer or geometry (same formula, charge and spin) (kJ/mol): 300.47
HOMO energy (eV): -9.026
Total charge: 0
Spin multiplicity: 1

A molecular structure, C30H38Cl4F6N3O6S2SbSi3V. Source: OMol25; level of theory: ωB97M-V with the def2-TZVPD basis set.

XYZ file:
```
94
Properties=species:S:1:pos:R:3:forces:R:3:mulliken_charge:R:1
V 1.001 -0.766 0.326 0.0 -0.8 0.3 -1.33
Cl 6.950 -3.068 -1.795 -0.1 0.1 0.1 -0.27
C 5.770 -2.295 -0.777 0.0 0.0 0.0 0.46
C 6.064 -1.979 0.539 -0.1 0.1 0.0 0.22
Cl 7.638 -2.352 1.185 -0.1 0.0 0.0 -0.26
C 5.105 -1.348 1.349 0.1 -0.1 0.1 0.15
Cl 5.463 -0.986 3.009 0.0 0.0 -0.1 -0.25
C 3.821 -1.069 0.874 -0.2 0.4 0.2 -1.03
O 2.855 -0.501 1.541 0.0 -0.4 -0.7 -0.36
C 3.542 -1.392 -0.485 -0.3 0.2 -0.2 -0.25
O 2.315 -1.060 -0.908 1.8 -0.5 -1.1 0.53
C 4.500 -1.974 -1.287 0.0 -0.1 -0.1 0.30
Cl 4.092 -2.349 -2.935 0.0 0.0 0.1 -0.24
F -0.962 -4.511 3.151 0.1 0.0 0.0 -0.19
C -0.056 -5.379 2.678 -0.5 0.0 0.5 0.27
F -0.734 -6.536 2.452 0.2 0.0 -0.2 -0.27
F 0.831 -5.634 3.648 0.0 -0.1 0.0 -0.19
S 1.318 -3.339 1.762 -0.9 -0.5 0.7 0.17
O 0.343 -2.580 0.829 0.9 -0.5 0.2 -0.53
O 2.608 -3.529 1.125 0.3 0.2 0.0 -0.54
N 1.446 -2.302 3.085 -0.4 0.7 -0.3 -0.46
S 0.587 -1.036 3.268 0.0 -0.7 0.3 1.09
O 0.072 -0.327 2.041 0.5 -0.1 1.2 0.13
O -0.444 -1.135 4.271 -0.2 -0.1 -0.1 -0.78
C 1.700 0.266 4.067 -0.2 0.0 -0.1 0.64
F 1.100 0.675 5.202 0.1 0.0 0.0 -0.30
F 1.817 1.346 3.292 0.2 0.0 0.0 -0.13
F 2.892 -0.191 4.390 0.1 0.0 0.1 -0.25
C -2.514 -1.293 1.354 0.3 0.1 0.1 -0.74
Sb -2.144 -0.201 -0.471 -0.3 0.1 -0.5 0.23
C -0.373 -1.112 -1.303 -0.5 0.2 -0.1 1.13
C 0.182 -0.363 -2.450 -0.3 0.2 0.1 -0.47
C 0.776 -0.981 -3.573 -0.1 -0.2 0.0 -0.74
C 1.541 -0.256 -4.454 0.0 0.0 0.0 -0.87
C 1.684 1.117 -4.277 0.0 0.0 0.0 -1.23
C 0.949 1.679 -3.254 -0.1 0.0 0.1 -0.26
N 0.203 0.985 -2.398 0.1 0.0 -0.1 0.72
Si -0.776 -2.922 -1.650 -0.2 0.1 -0.6 1.23
C -1.872 -2.853 -3.235 0.1 -0.1 -0.2 -1.28
C 0.699 -4.027 -1.997 0.3 0.0 0.2 -0.95
C -1.916 -3.924 -0.540 0.0 0.1 0.4 -1.05
C -1.482 1.846 0.197 0.8 -0.2 -0.2 1.59
C 0.017 2.157 0.344 -0.3 0.1 -0.1 -0.93
C 0.353 3.472 0.698 -0.1 0.0 0.0 -0.62
C 1.659 3.915 0.712 0.0 0.0 0.0 -1.20
C 2.646 3.039 0.305 0.0 0.0 -0.1 -1.50
C 2.275 1.745 0.009 -0.1 0.1 0.0 -0.61
N 1.016 1.280 0.096 -0.1 1.4 0.1 1.79
Si -2.259 2.817 -1.292 -0.4 0.1 0.1 0.94
C -4.126 2.957 -0.997 -0.1 0.0 0.3 -1.17
C -2.314 2.212 -3.077 0.2 -0.2 -0.1 -0.98
C -1.614 4.579 -1.466 0.2 0.1 0.1 -1.26
Si -2.367 2.265 1.830 -0.3 0.3 0.1 1.02
C -1.377 1.922 3.362 0.2 -0.2 0.1 -1.03
C -2.768 4.117 2.040 0.1 0.2 0.0 -1.45
C -4.049 1.412 1.972 -0.1 -0.1 0.0 -1.29
H -1.849 -2.151 1.400 0.0 0.0 0.0 -0.11
H -3.552 -1.620 1.342 0.0 0.0 -0.1 0.41
H -2.323 -0.676 2.230 -0.1 -0.1 -0.1 0.28
H 0.646 -2.042 -3.728 0.1 0.0 0.0 0.30
H 2.042 -0.757 -5.276 0.0 0.0 0.0 0.43
H 2.321 1.718 -4.914 -0.1 0.0 0.0 0.39
H 0.948 2.761 -3.109 0.0 0.0 0.0 0.33
H -1.463 -3.441 -4.069 -0.1 0.1 0.1 0.29
H -1.990 -1.822 -3.583 0.0 -0.1 0.0 0.25
H -2.872 -3.245 -3.014 0.1 0.0 0.0 0.46
H 1.209 -3.809 -2.937 0.0 0.0 0.0 0.34
H 0.377 -5.075 -2.014 0.0 0.1 0.0 0.46
H 1.440 -3.914 -1.200 0.0 -0.1 -0.1 0.05
H -2.895 -3.456 -0.395 0.0 -0.1 0.0 0.21
H -1.485 -4.136 0.440 -0.1 0.0 -0.1 -0.06
H -2.071 -4.879 -1.056 0.0 0.1 0.0 0.47
H -0.446 4.158 0.939 0.0 0.0 0.0 0.37
H 1.895 4.929 1.014 0.0 0.0 0.0 0.40
H 3.687 3.327 0.234 0.0 0.0 0.0 0.50
H 3.025 1.051 -0.329 0.0 -0.1 0.1 0.73
H -4.583 1.976 -1.169 0.0 0.1 0.0 0.23
H -4.540 3.659 -1.731 0.1 -0.1 0.0 0.41
H -4.421 3.292 -0.003 -0.1 0.0 0.0 0.32
H -2.327 1.126 -3.154 -0.1 0.0 -0.1 0.05
H -1.469 2.571 -3.665 0.0 0.0 0.0 0.32
H -3.242 2.600 -3.518 0.1 0.0 0.1 0.48
H -1.892 5.226 -0.629 0.0 0.0 0.0 0.27
H -2.047 5.000 -2.381 0.0 0.0 0.1 0.44
H -0.523 4.607 -1.562 -0.1 0.0 0.0 0.32
H -0.380 2.370 3.286 -0.1 0.0 0.1 0.06
H -1.244 0.855 3.564 -0.2 0.3 0.1 0.35
H -1.892 2.373 4.218 0.0 0.0 -0.1 0.57
H -1.905 4.671 2.430 -0.1 -0.1 0.0 0.34
H -3.568 4.203 2.786 0.1 0.0 -0.1 0.45
H -3.106 4.617 1.133 0.0 0.0 0.0 0.33
H -4.310 0.842 1.077 -0.1 0.1 0.1 0.23
H -4.839 2.149 2.145 0.0 0.0 0.0 0.54
H -4.042 0.712 2.815 0.0 0.1 -0.1 0.41
```
Forces are in eV/Å.

Values from the calculation:
Gap between HOMO and LUMO (spin up / spin down) (hartree): 0.222 / 0.233
<S²>: 3.77
Energy relative to the best compared isomer or geometry (same formula, charge and spin) (kJ/mol): 208.00
HOMO energy (spin up / spin down) (eV): -1.971 / -2.283
Total charge: -2
Spin multiplicity: 4

no.,strongest force on any atom (hartree/bohr),molecular weight (g mol⁻¹)
1,0.0234,411.976
2,0.0578,217.011
3,0.2192,441.603
4,0.0422,1113.545